Entry 1:
Here is the molecule S2 at a distorted geometry from the OMol25 dataset. Energies are from ωB97M-V with the def2-TZVPD basis set.

Each atom is followed by the atoms it is bonded to, with distances in Å.
Geometry (Å):
1 S 0.00000 0.00000 1.18219  S2 2.364
2 S 0.00000 0.00000 -1.18219  S1 2.364

Values from the calculation:
**Net charge**: 0
**HOMO level**: -0.3457 Ha
**Kohn-Sham gap**: 5.60 eV
**Energy relative to the best compared isomer or geometry (same formula, charge and spin)**: 46.84 kcal per mole

How positive or negative is each atom? The natural (NBO) charges in e answer that: atom 1 (S): 0.0000, atom 2 (S): 0.0000

***

Entry 2:
Here is an isolated ion of composition C2HClNO2 and charge -1 at a distorted geometry from the OMol25 dataset. Energies are from ωB97M-V with the def2-TZVPD basis set.

Each atom is followed by the atoms it is bonded to, with distances in Å.
Geometry (Å):
1 H 2.33744 -0.24864 0.12763  N2 1.012
2 N 1.43970 0.21672 0.17000  H1 1.012, C3 1.185
3 C 0.32628 -0.18608 0.13627  N2 1.185, Cl4 2.119, C5 1.806
4 Cl 0.18424 -2.29234 -0.04377  C3 2.119
5 C -1.24476 0.68421 -0.05719  C3 1.806, O6 1.226, O7 1.200
6 O -1.88693 0.16074 -0.96025  C5 1.226
7 O -1.15598 1.66539 0.62732  C5 1.200

Values from the calculation:
**Net charge**: -1
**HOMO level**: -0.1680 Ha
**Kohn-Sham gap**: 8.69 eV
**SMILES**: [H]/N=C(\Cl)C(=O)[O-]
**Energy relative to the best compared isomer or geometry (same formula, charge and spin)**: 32.10 kcal per mole

natural (NBO) atomic charge list, values in e, 4 entries: atom 1 (H): 0.3858, atom 2 (N): -0.7146, atom 3 (C): 0.3355, atom 4 (Cl): -0.5043